Version a
{"formula": "C6H14O", "method": "ωB97M-V with the def2-TZVPD basis set", "homo_ev": -8.73, "orbital_gap_ev": 9.6, "smiles": "C/C=C/CCC.O", "symbols": ["C", "C", "C", "C", "C", "C", "H", "H", "H", "H", "H", "H", "H", "H", "H", "H", "H", "H", "H", "H", "O"], "xyz": [[-0.46124, -1.93808, 1.74672], [0.38711, -0.81420, 1.08714], [-0.37915, -0.06596, -0.02033], [0.27151, -0.09773, -1.41380], [1.37607, -0.77906, -1.75405], [2.27686, -0.40978, -2.88518], [-0.59009, -1.90762, 2.82772], [-1.45753, -1.82475, 1.31709], [-0.08343, -2.93524, 1.52301], [0.77074, -0.07295, 1.78823], [1.23037, -1.29514, 0.61676], [-1.43858, -0.34199, -0.00653], [-0.51146, 1.02227, 0.07911], [-0.11403, 0.58061, -2.16782], [1.65576, -1.65917, -1.18637], [1.77991, -0.31262, -3.85444], [2.73282, 0.55102, -2.62939], [3.12389, -1.04548, -3.16206], [-1.92835, 3.65383, 2.74016], [-3.35332, 3.32329, 3.06655], [-2.74864, 3.37035, 2.32453]]}

***

Version b
{"formula": "C6H14O", "method": "ωB97M-V with the def2-TZVPD basis set", "homo_ev": -6.76, "orbital_gap_ev": 7.8, "symbols": ["C", "C", "C", "C", "C", "O", "C", "H", "H", "H", "H", "H", "H", "H", "H", "H", "H", "H", "H", "H", "H"], "xyz": [[-2.50830, 0.67801, -0.91354], [-2.13527, -0.74181, 0.64045], [-0.86694, -1.36786, 0.54251], [0.37729, -0.73331, 1.09299], [1.26897, -0.13628, 0.00971], [2.39518, 0.46473, 0.59912], [3.22878, 1.06774, -0.35442], [-3.59114, 0.80620, -0.79484], [-2.29249, 0.37333, -1.94351], [-1.98947, 1.61236, -0.68001], [-2.28949, 0.04487, 1.37825], [-3.02736, -1.31611, 0.40380], [-0.81657, -2.32546, 0.04166], [-1.49742, -0.41599, -0.40062], [0.96552, -1.46606, 1.65851], [0.12047, 0.06319, 1.80478], [1.57857, -0.92431, -0.69948], [0.69499, 0.61043, -0.57005], [3.60144, 0.33632, -1.08986], [4.07897, 1.50235, 0.17695], [2.70427, 1.86765, -0.90239]]}

***

Referenced to the most stable arrangement, the calculated values in eV are version a 0.000; version b 4.101.

***

Version a
{"formula": "C2H5N4O", "method": "ωB97M-V with the def2-TZVPD basis set", "homo_ev": -15.10, "orbital_gap_ev": 8.7, "total_charge": 1, "symbols": ["C", "C", "N", "N", "N", "N", "O", "H", "H", "H", "H", "H"], "xyz": [[2.28024, 0.70747, 0.27415], [-2.59044, 0.00220, -0.40888], [-0.47904, -0.46205, 0.49566], [0.50738, -0.87530, 1.01482], [-1.20141, 0.04978, -0.26915], [3.12758, 0.05816, -0.18944], [3.64612, -0.88444, -0.61674], [2.01802, 1.79750, 0.34111], [1.52617, -0.54093, 1.04780], [-2.93479, -0.99316, -0.58570], [-3.13496, 0.61994, 0.29891], [-2.76487, 0.52082, -1.40254]]}

***

Version b
{"formula": "C2H5N4O", "method": "ωB97M-V with the def2-TZVPD basis set", "homo_ev": -13.84, "orbital_gap_ev": 8.7, "total_charge": 1, "symbols": ["C", "C", "N", "N", "N", "N", "O", "H", "H", "H", "H", "H"], "xyz": [[-1.34963, 0.46258, -0.25035], [1.71787, -0.76306, 1.53776], [1.00857, 0.33755, -0.71123], [-0.18162, 0.47411, -1.13161], [1.44531, -0.02879, 0.38946], [-2.50506, 0.36243, -0.74043], [2.78424, -0.33758, 0.73578], [1.63340, -0.27902, 2.51172], [1.46871, -1.76636, 1.54850], [-0.07203, 0.49743, -2.10348], [-3.24824, 0.69836, -0.06590], [-2.70152, 0.34235, -1.72021]]}

***

Referenced to the most stable arrangement, the calculated values in eV are version a 0.663; version b 0.000.

***

Version a
{"formula": "C5H11NO", "method": "ωB97M-V with the def2-TZVPD basis set", "homo_ev": -9.55, "orbital_gap_ev": 10.4, "smiles": "CNC(=O)C(C)C", "symbols": ["C", "N", "C", "O", "C", "C", "C", "H", "H", "H", "H", "H", "H", "H", "H", "H", "H", "H"], "xyz": [[2.82453, 0.11002, -0.05047], [1.43560, -0.14174, -0.36992], [0.42149, 0.56951, 0.20210], [0.62756, 1.44445, 1.02938], [-0.99060, 0.20227, -0.27110], [-1.21245, -1.31499, -0.36677], [-2.03173, 0.85532, 0.63397], [3.33364, 0.67276, -0.84344], [3.36033, -0.83142, 0.11442], [2.84651, 0.70206, 0.86649], [1.21603, -0.81255, -1.08810], [-1.10032, 0.62035, -1.28239], [-0.91116, -1.81518, 0.56065], [-0.66264, -1.77773, -1.19549], [-2.27366, -1.52890, -0.53609], [-3.02564, 0.76644, 0.18334], [-2.05254, 0.36918, 1.61529], [-1.80496, 1.91015, 0.79813]]}

***

Version b
{"formula": "C5H11NO", "method": "ωB97M-V with the def2-TZVPD basis set", "homo_ev": -8.83, "orbital_gap_ev": 9.9, "smiles": "OC[C@@H]1CCCN1", "symbols": ["N", "C", "C", "C", "C", "C", "O", "H", "H", "H", "H", "H", "H", "H", "H", "H", "H", "H"], "xyz": [[-0.30065, -0.28976, -1.40481], [-1.16692, 0.98183, -1.37978], [-1.20040, 1.60060, 0.07412], [-0.35713, 0.58498, 0.77030], [0.51805, -0.19762, -0.26349], [0.89469, -1.51648, 0.41419], [1.51734, -1.00701, 1.61121], [0.20594, -0.31907, -2.22342], [-2.06489, 0.75872, -1.79346], [-0.72025, 1.73083, -2.16587], [-2.29466, 1.37075, 0.44556], [-0.84603, 2.63505, -0.01375], [0.23242, 0.89153, 1.53407], [-1.24442, -0.12800, 1.15383], [1.36537, 0.47083, -0.33437], [0.10992, -2.19537, 0.75664], [1.48418, -2.08831, -0.27154], [1.60852, -1.76234, 2.16425]]}

***

Version c
{"formula": "C5H11NO", "method": "ωB97M-V with the def2-TZVPD basis set", "homo_ev": -7.47, "orbital_gap_ev": 8.4, "symbols": ["C", "C", "C", "C", "C", "N", "O", "H", "H", "H", "H", "H", "H", "H", "H", "H", "H", "H"], "xyz": [[0.47667, 0.32453, 0.03739], [-0.81065, -0.01193, -0.57012], [0.03637, -1.68204, 0.16370], [-1.38396, -1.16378, 0.19576], [1.57039, 0.83525, -0.85344], [0.49603, 0.82015, 1.31721], [-1.53934, 1.55738, -0.60020], [-1.74286, 1.78898, 0.31681], [-0.78624, -0.15216, -1.64251], [-0.18780, 0.48901, 1.98042], [1.37261, 1.16028, 1.67764], [0.31231, -2.34577, -0.64617], [0.52604, -1.89977, 1.10495], [-1.76999, -0.91137, 1.18314], [-2.13334, -1.73362, -0.34634], [2.18643, 0.01854, -1.22706], [2.22518, 1.56058, -0.37049], [1.15213, 1.34573, -1.72070]]}

***

Version d
{"formula": "C5H11NO", "method": "ωB97M-V with the def2-TZVPD basis set", "homo_ev": -9.73, "orbital_gap_ev": 10.6, "smiles": "CC[C@@H](C)NC=O", "symbols": ["C", "C", "C", "C", "N", "C", "O", "H", "H", "H", "H", "H", "H", "H", "H", "H", "H", "H"], "xyz": [[-1.84499, -0.72916, -0.58295], [-0.92928, 0.52952, -0.66849], [0.42848, 0.60787, 0.15310], [0.40756, 1.22386, 1.55691], [1.13633, -0.66788, 0.21805], [1.72405, -1.23105, -0.86566], [1.84466, -0.70331, -1.95210], [-1.33586, -1.62697, -0.92963], [-2.16413, -0.89010, 0.45072], [-2.80698, -0.71899, -1.14026], [-0.60592, 0.76078, -1.70179], [-1.55831, 1.34559, -0.30336], [1.05853, 1.29548, -0.42743], [-0.09546, 2.19671, 1.55086], [-0.07810, 0.58159, 2.29977], [1.44281, 1.40748, 1.88199], [1.30886, -1.12026, 1.10504], [2.06775, -2.26115, -0.64477]]}

***

Referenced to the most stable arrangement, the calculated values in eV are version a 0.000; version b 2.686; version c 3.857; version d 0.488.

***

Version a
{"formula": "C5H7N4", "method": "ωB97M-V with the def2-TZVPD basis set", "homo_ev": -13.56, "orbital_gap_ev": 7.9, "total_charge": 1, "symbols": ["C", "C", "C", "C", "C", "N", "N", "N", "N", "H", "H", "H", "H", "H", "H", "H"], "xyz": [[-0.60733, -1.41759, 1.88970], [0.28448, -2.14885, 1.18998], [-0.49235, -0.08853, 1.33918], [-1.00030, 1.21361, -2.41807], [0.49338, 1.71857, -0.72318], [0.72820, -1.38926, 0.15092], [-0.63030, 1.54090, -1.24305], [0.30914, -0.16836, 0.29830], [1.54787, 2.19877, -0.34581], [-1.24602, -1.65645, 2.76802], [0.48161, -3.17580, 1.46994], [-1.01707, 0.71896, 1.76942], [-0.44263, 1.43727, -3.39969], [-1.98829, 0.77374, -2.39611], [2.29134, 1.94161, 0.33778], [1.28825, -1.49858, -0.68734]]}

***

Version b
{"formula": "C5H7N4", "method": "ωB97M-V with the def2-TZVPD basis set", "homo_ev": -14.66, "orbital_gap_ev": 11.1, "smiles": "C#C[C@@H](C#N)[NH+]=C(N)N", "total_charge": 1, "symbols": ["C", "C", "C", "C", "C", "N", "N", "N", "N", "H", "H", "H", "H", "H", "H", "H"], "xyz": [[2.05373, -2.11535, -0.34952], [1.61107, -1.19865, 0.28789], [1.64466, 1.21515, 0.07955], [-1.21313, 0.26506, -0.03451], [1.22996, 0.03378, 0.87863], [2.12250, 2.09505, -0.46084], [-2.47370, 0.54443, 0.30243], [-0.84852, 0.28849, -1.33479], [-0.39501, 0.06066, 1.00381], [2.45812, -2.80619, -1.02516], [1.69620, 0.09900, 1.82864], [-2.97507, 0.95235, -0.46627], [-2.84347, 0.03964, 1.06376], [-1.43193, 0.08221, -2.10153], [0.06392, 0.69361, -1.61011], [-0.69933, -0.24923, 1.93803]]}

***

Referenced to the most stable arrangement, the calculated values in eV are version a 1.230; version b 0.000.